[1]
A structure of composition B5H20KZr, computed with ωB97M-V/def2-TZVPD.

Positions of all 27 atoms, in Å:
Zr (-0.37645, 0.53294, 0.37950)
K (4.04034, -2.95300, -0.52360)
B (-1.89981, -1.08470, 1.28658)
H (-1.07805, -1.66855, 0.67348)
H (-2.44114, -0.33843, 0.55163)
H (-2.59847, -1.80472, 1.92041)
H (-1.23658, -0.38885, 1.95634)
B (1.31715, -1.06325, -0.09102)
H (0.33696, -0.96892, -0.72259)
H (0.93081, -0.99013, 1.01526)
H (1.80794, -2.11770, -0.29363)
H (2.00680, -0.17106, -0.42483)
B (-1.62503, -0.61562, -2.23175)
H (-0.51614, -0.56301, -2.72655)
H (-2.24152, 0.26608, -2.77694)
H (-1.99629, -1.74412, -2.43446)
H (-1.45870, -0.44679, -1.03993)
B (0.68631, 1.99884, -1.27436)
H (1.74766, 2.02002, -1.81784)
H (-0.00168, 2.88848, -1.70775)
H (0.10630, 0.99852, -1.47113)
H (0.77308, 2.17476, -0.11299)
B (0.73279, 1.16950, 2.38032)
H (-0.28182, 1.71274, 2.08104)
H (1.36012, 1.88580, 3.10131)
H (0.51299, 0.11771, 2.89817)
H (1.39244, 1.15347, 1.40533)

E_LUMO (eV): -1.92

=====

[2]
The molecule C4H6N2, computed with ωB97M-V/def2-TZVPD.

Positions of all 12 atoms, in Å:
C (-1.85137, -0.16324, -0.12217)
C (-0.35625, -0.21260, -0.08714)
C (0.48002, -1.36708, -0.07831)
C (1.69936, -0.74000, -0.10399)
N (1.68680, 0.69492, -0.01718)
N (0.33468, 0.94154, -0.02302)
H (-2.25288, 0.00108, 0.88567)
H (-2.22755, 0.63455, -0.77111)
H (-2.22040, -1.12568, -0.47652)
H (2.72438, -1.10851, -0.10008)
H (1.97723, 0.54942, 0.97354)
H (0.00597, 1.89560, -0.07969)

E_LUMO (eV): 0.72
SMILES: CC1=C=CNN1
Relative energy (zero: lowest compared OMol25 entry of this formula, charge and spin) (kcal/mol): 92.2